Computed, not measured: a molecular structure, C29H23BrClIN5O7Rb at a distorted geometry, with ωB97M-V/def2-TZVPD.

```
68
Properties=species:S:1:pos:R:3:forces:R:3
Rb -1.238367 -0.337052 -0.667661 1.290 -0.499 0.348
O 1.341916 1.010432 6.970331 -0.036 -0.035 -0.043
C 0.085410 0.656360 6.410508 0.005 0.063 -0.041
C 0.140733 0.068207 5.021309 0.055 -0.061 -0.004
C -0.860185 -0.799304 4.603147 0.011 0.056 -0.002
C -0.840534 -1.263005 3.295672 -0.007 -0.044 0.100
N 0.092149 -0.915398 2.422274 -0.041 -0.027 -0.127
C 1.055973 -0.085926 2.809844 -0.139 -0.025 0.149
C 1.120718 0.420759 4.106376 -0.041 -0.018 0.021
C 2.019555 0.320514 1.752473 0.182 0.116 -0.097
C 3.285724 0.816870 2.035130 -0.079 -0.004 0.029
C 4.094397 1.236731 0.983584 0.004 0.027 -0.049
C 5.435722 1.860444 1.261246 -0.027 -0.026 -0.042
O 5.327518 3.082315 1.988508 0.026 0.020 0.044
C 3.612290 1.114993 -0.308704 0.048 0.032 0.101
C 2.345289 0.572332 -0.499573 0.115 0.005 0.005
N 1.570400 0.200338 0.505100 -0.055 -0.113 -0.090
H 1.798721 1.580235 6.344920 0.006 0.042 0.014
H -0.578615 1.530688 6.384203 0.013 -0.024 0.037
H -0.353396 -0.070113 7.094026 -0.005 0.008 0.005
H -1.651508 -1.094268 5.282200 -0.005 -0.036 -0.022
H -1.597062 -1.948585 2.925703 0.002 0.016 0.024
H 1.905046 1.122007 4.363853 0.003 -0.011 -0.022
H 3.650153 0.888608 3.053058 -0.024 0.000 -0.001
H 5.966639 2.022402 0.317120 -0.001 -0.017 0.011
H 6.041472 1.200114 1.884621 0.018 0.019 0.000
H 4.630759 3.605153 1.576429 -0.031 -0.022 -0.021
H 4.190350 1.460144 -1.156679 -0.031 -0.015 -0.021
H 1.920320 0.475847 -1.491780 0.068 0.059 -0.029
Cl -0.664095 -7.272404 -4.497233 0.013 -0.040 -0.045
C -0.854756 -6.121691 -3.181235 -0.139 -0.255 0.102
C -1.523617 -6.518060 -2.046274 0.169 0.098 -0.277
C -1.682239 -5.630199 -0.998295 -0.180 0.123 0.505
I -2.678196 -6.243852 0.756542 0.099 -0.019 -0.238
C -1.208366 -4.283136 -0.975475 -0.090 -0.114 0.307
O -1.347224 -3.517752 -0.002949 0.073 0.120 -0.324
C -0.522387 -3.894963 -2.226139 0.030 -0.221 -0.226
N -0.081137 -2.626473 -2.302718 0.012 0.189 -0.013
C 0.537420 -2.208060 -3.383466 -0.033 0.056 0.105
C 0.785832 -3.043870 -4.482502 -0.009 -0.113 -0.055
C 0.349335 -4.339861 -4.439867 0.011 0.074 0.015
C -0.340664 -4.815555 -3.302545 0.040 0.263 0.115
H -1.922065 -7.521633 -1.981677 0.008 -0.011 0.015
H 0.841186 -1.163767 -3.397641 0.000 -0.007 -0.018
H 1.304606 -2.658702 -5.351280 0.002 0.014 0.008
H 0.517739 -5.009248 -5.273080 -0.012 -0.009 -0.005
N -4.332940 0.323151 -3.520000 -0.031 0.054 0.097
C -3.967193 1.445111 -2.646631 0.124 -0.072 0.138
C -3.583424 0.994892 -1.203420 -0.959 0.388 -0.327
O -3.828088 -0.196440 -0.904367 -0.471 -0.081 -0.188
O -3.047546 1.852933 -0.474962 0.044 0.133 -0.049
H -5.293166 0.406956 -3.824492 -0.042 0.044 0.001
H -4.307939 -0.494269 -2.913220 0.019 -0.085 0.019
H -4.783393 2.167100 -2.542478 0.014 0.038 0.007
H -3.109144 1.985132 -3.055816 0.002 0.027 0.052
Br -0.647364 3.186945 2.605696 -0.034 -0.051 0.157
C -0.868243 3.646863 0.757896 0.224 0.048 -0.115
C -1.857380 4.545074 0.422991 -0.053 0.033 -0.062
C -1.958619 4.863867 -0.924080 0.002 -0.068 0.074
C -1.089728 4.280086 -1.822520 0.041 0.005 -0.046
C -0.131975 3.378346 -1.362266 0.075 0.071 -0.269
N -0.016999 3.081852 -0.062802 -0.092 -0.075 -0.052
C 0.841601 2.717364 -2.354203 -0.050 -0.030 0.261
O 1.831165 3.405282 -2.664067 -0.031 -0.053 -0.011
O 0.524830 1.560601 -2.718638 -0.093 0.037 0.060
H -2.531306 4.941213 1.166720 0.004 0.001 0.009
H -2.731078 5.545589 -1.259508 0.010 0.008 -0.015
H -1.135027 4.499735 -2.881238 -0.026 -0.006 0.012
```
Forces are in eV/Å.

- charge = -2
- energy above the lowest of the compared OMol25 structures with the same formula, charge and spin (kcal/mol) = 11.0
- frontier orbital gap (hartree) = 0.2094
- lowest unoccupied orbital energy (eV) = 3.7
- molecular weight (g/mol) = 881.3